No. 1
A structure of composition C39H37BCrGeN9, computed with ωB97M-V with the def2-TZVPD basis set.

Computed properties:
* HOMO (spin up / spin down): 0.7462 / 0.4489 eV
* strongest force on any atom: 2.77 eV/Å
* Kohn-Sham gap (spin up / spin down): 3.560 / 3.857 eV
* total charge: -2
* multiplicity: 2

Last column: Mulliken spin population.
Atoms and positions in Å:
Cr 1.134 0.464 -0.156  1.1498
C 0.319 -3.135 2.185  0.0003
C 0.015 -1.781 1.967  -0.0074
N 1.103 -1.091 1.703  -0.0080
N 2.140 -1.961 1.776  0.0014
C 1.684 -3.201 2.028  0.0005
B 3.499 -1.463 1.196  -0.0020
N 3.410 -1.611 -0.344  0.0021
C 3.960 -2.545 -1.126  0.0122
C 3.288 -2.543 -2.330  -0.0073
C 2.291 -1.571 -2.174  0.0156
N 2.369 -1.019 -0.982  -0.0428
N 3.673 0.010 1.582  -0.0083
C 4.463 0.548 2.533  -0.0025
C 4.188 1.897 2.588  0.0005
C 3.180 2.093 1.624  -0.0069
N 2.880 0.949 1.036  0.0121
N 4.706 -2.242 1.762  -0.0002
C 4.765 -3.119 2.789  0.0000
C 6.069 -3.530 2.923  -0.0001
C 6.750 -2.826 1.908  -0.0001
N 5.930 -2.051 1.217  -0.0001
H -0.357 -3.944 2.414  0.0003
H -0.943 -1.280 1.969  0.0034
H 2.348 -4.050 2.050  -0.0004
H 4.792 -3.142 -0.784  0.0018
H 3.481 -3.167 -3.187  -0.0004
H 1.494 -1.248 -2.831  0.0092
H 5.166 -0.055 3.088  -0.0005
H 4.629 2.636 3.240  0.0006
H 2.638 2.988 1.349  -0.0031
H 3.889 -3.359 3.373  0.0001
H 6.468 -4.230 3.639  0.0000
H 7.801 -2.851 1.653  0.0000
C -0.227 0.089 -1.575  -0.2873
Ge -2.032 -0.306 -1.450  0.0272
C -2.385 -2.240 -1.080  0.0099
C -3.617 -2.852 -1.326  -0.0021
C -3.799 -4.222 -1.140  -0.0003
C -2.743 -5.007 -0.694  -0.0005
C -1.507 -4.417 -0.455  0.0008
C -1.332 -3.051 -0.660  -0.0147
C -2.953 0.039 -3.179  0.0065
C -4.065 0.866 -3.337  0.0026
C -4.612 1.122 -4.595  -0.0002
C -4.056 0.545 -5.727  -0.0001
C -2.950 -0.285 -5.593  -0.0029
C -2.408 -0.532 -4.333  -0.0041
C -3.120 0.628 -0.070  -0.0009
C -3.694 -0.029 1.022  -0.0019
C -4.307 0.682 2.054  0.0006
C -4.346 2.070 2.014  -0.0005
C -3.769 2.742 0.944  -0.0020
C -3.159 2.025 -0.080  -0.0086
H -0.073 0.639 -2.520  0.0217
H -4.450 -2.243 -1.672  -0.0001
H -4.763 -4.678 -1.340  0.0001
H -2.879 -6.073 -0.545  0.0000
H -0.675 -5.025 -0.113  0.0001
H -0.359 -2.589 -0.511  -0.0010
H -4.509 1.329 -2.460  -0.0001
H -5.470 1.778 -4.693  0.0000
H -4.478 0.745 -6.706  0.0000
H -2.505 -0.737 -6.475  -0.0002
H -1.533 -1.169 -4.231  0.0003
H -3.659 -1.115 1.068  -0.0003
H -4.749 0.152 2.892  0.0001
H -4.804 2.626 2.824  0.0000
H -3.764 3.825 0.918  0.0001
H -2.669 2.563 -0.889  -0.0019
C -0.634 2.496 2.838  0.0032
C -0.394 3.621 1.871  0.0116
C -0.667 4.937 2.194  -0.0056
C -0.454 5.987 1.292  0.0189
C 0.044 5.665 0.024  -0.0061
C 0.347 4.366 -0.353  0.0208
C 0.877 4.054 -1.728  0.0187
C 0.163 3.274 0.578  0.0108
N 0.482 2.027 0.291  0.0681
H -1.269 2.817 3.670  0.0000
H 0.313 2.109 3.242  -0.0001
H -1.105 1.655 2.319  -0.0021
H -1.062 5.162 3.184  -0.0013
H -0.675 7.014 1.564  0.0035
H 0.196 6.464 -0.700  -0.0009
H 1.298 4.952 -2.198  0.0017
H 0.097 3.655 -2.382  -0.0029
H 1.642 3.279 -1.673  0.0017

No. 2
A structure of composition C39H37CrGeN7O6, computed with ωB97M-V with the def2-TZVPD basis set.

Computed properties:
* HOMO (spin up / spin down): -7.0854 / -7.3100 eV
* strongest force on any atom: 0.72 eV/Å
* Kohn-Sham gap (spin up / spin down): 6.953 / 7.130 eV
* ΔE to the lowest compared entry with this formula, charge and spin: 32.57 kJ/mol
* multiplicity: 5

Last column: Mulliken spin population.
Atoms and positions in Å:
Cr -0.697 -0.458 -0.526  3.8462
C 2.726 -0.533 -1.185  0.0196
O 1.638 -0.893 -0.346  0.1125
C 1.945 -1.497 0.851  -0.0528
C 3.139 -2.158 1.086  0.0037
C 3.368 -2.723 2.334  -0.0033
C 2.413 -2.640 3.336  0.0036
C 1.227 -1.961 3.103  -0.0078
C 0.989 -1.389 1.865  0.0439
N -0.151 -0.606 1.540  0.0217
N -0.757 -0.106 2.517  0.0264
C -1.698 0.862 2.238  0.0330
C -1.605 1.678 1.087  -0.0306
O -0.833 1.453 0.076  -0.0885
C -2.403 2.880 1.076  -0.0093
C -3.273 3.171 2.067  0.0049
C -3.422 2.324 3.210  0.0014
C -4.339 2.625 4.234  -0.0010
C -4.451 1.815 5.333  0.0019
C -3.641 0.672 5.432  -0.0005
C -2.746 0.356 4.443  0.0016
C -2.612 1.179 3.305  0.0033
H 3.178 -1.415 -1.642  0.0027
H 3.477 0.023 -0.621  0.0024
H 2.309 0.099 -1.966  -0.0100
H 3.882 -2.247 0.307  0.0002
H 4.299 -3.244 2.516  -0.0002
H 2.593 -3.093 4.301  -0.0003
H 0.479 -1.854 3.874  0.0009
H -2.286 3.524 0.213  0.0008
H -3.880 4.068 2.011  0.0003
H -4.955 3.511 4.138  0.0000
H -5.158 2.048 6.118  0.0002
H -3.727 0.028 6.298  -0.0001
H -2.133 -0.532 4.521  0.0007
N -0.897 0.637 -2.673  0.0784
N -2.242 0.965 -2.922  0.0040
C -3.230 0.359 -2.206  0.0287
N -4.464 0.451 -2.699  0.0017
N -2.856 -0.212 -1.080  0.0439
N -3.803 -0.801 -0.288  -0.0067
O -5.000 -0.760 -0.575  0.0015
O -3.350 -1.340 0.703  0.0149
H -0.332 1.462 -2.821  0.0048
H -0.651 -0.166 -3.259  0.0015
H -2.475 1.148 -3.890  0.0002
H -4.625 0.872 -3.596  -0.0003
H -5.221 0.058 -2.154  -0.0008
O -1.284 -1.833 -3.209  0.0023
C -0.937 -2.671 -2.359  0.0290
O -0.633 -2.397 -1.151  -0.1544
C -0.777 -4.116 -2.785  0.0032
C -1.339 -5.165 -1.829  0.0000
Ge -0.228 -5.796 -0.341  0.0009
C 1.664 -5.669 -0.799  0.0008
C 2.625 -5.342 0.153  -0.0018
C 3.977 -5.354 -0.166  0.0001
C 4.388 -5.684 -1.448  -0.0001
C 3.442 -6.007 -2.412  0.0000
C 2.094 -6.003 -2.084  -0.0003
C -0.644 -5.068 1.412  -0.0076
C -1.483 -3.970 1.585  0.0323
C -1.887 -3.579 2.855  0.0024
C -1.435 -4.268 3.970  -0.0013
C -0.577 -5.349 3.816  0.0000
C -0.196 -5.752 2.544  0.0005
C -0.620 -7.713 -0.165  -0.0001
C -1.849 -8.107 0.368  -0.0001
C -2.189 -9.447 0.476  0.0000
C -1.297 -10.424 0.056  0.0000
C -0.068 -10.052 -0.467  0.0000
C 0.264 -8.707 -0.576  0.0001
H 0.297 -4.278 -2.928  0.0007
H -1.246 -4.203 -3.766  -0.0007
H -1.523 -6.080 -2.399  -0.0003
H -2.314 -4.859 -1.439  0.0004
H 2.318 -5.067 1.156  0.0005
H 4.713 -5.106 0.590  0.0001
H 5.442 -5.695 -1.696  0.0000
H 3.755 -6.268 -3.415  0.0000
H 1.369 -6.275 -2.845  0.0001
H -1.828 -3.417 0.720  -0.0060
H -2.559 -2.739 2.969  0.0002
H -1.754 -3.967 4.960  -0.0001
H -0.224 -5.892 4.684  0.0000
H 0.435 -6.627 2.435  -0.0001
H -2.551 -7.357 0.719  0.0000
H -3.147 -9.730 0.893  0.0000
H -1.557 -11.471 0.142  0.0000
H 0.636 -10.810 -0.788  0.0000
H 1.233 -8.437 -0.979  0.0000

No. 3
A structure of composition C39H37F2N11O4PbS2, computed with ωB97M-V with the def2-TZVPD basis set.

Computed properties:
* HOMO: -6.6724 eV
* strongest force on any atom: 0.69 eV/Å
* Kohn-Sham gap: 6.580 eV
* ΔE to the lowest compared entry with this formula, charge and spin: 90.86 kJ/mol

Last column: Mulliken charge in e.
Atoms and positions in Å:
Pb -0.358 -0.260 0.441  1.3705
C -5.179 0.172 0.302  -0.8254
C -5.507 -0.108 -1.014  -0.7727
C -4.574 -0.726 -1.828  -0.5103
C -3.326 -1.038 -1.303  0.5464
N -3.007 -0.750 -0.043  -0.0346
C -3.912 -0.170 0.744  -0.1064
C -2.273 -1.733 -2.108  0.6243
C -2.480 -2.134 -3.423  -0.6325
C -1.467 -2.811 -4.077  -1.0069
C -0.280 -3.078 -3.417  -0.8684
C -0.138 -2.640 -2.105  0.7405
N -1.118 -1.979 -1.491  0.0844
C 1.109 -2.877 -1.304  0.3986
C 2.167 -3.630 -1.796  -0.7089
C 3.287 -3.818 -1.003  -0.6401
C 3.323 -3.260 0.262  -0.8888
C 2.229 -2.519 0.679  -0.1325
N 1.158 -2.329 -0.086  0.2778
H -5.882 0.650 0.971  0.4390
H -6.482 0.154 -1.406  0.4400
H -4.819 -0.950 -2.856  0.3266
H -3.599 0.022 1.763  0.3993
H -3.411 -1.932 -3.932  0.3466
H -1.603 -3.138 -5.099  0.4296
H 0.508 -3.616 -3.921  0.3411
H 2.125 -4.070 -2.781  0.3324
H 4.123 -4.395 -1.376  0.4343
H 4.175 -3.386 0.915  0.4606
H 2.217 -2.041 1.652  0.3444
N 3.832 7.012 2.283  -0.5681
C 3.520 5.660 2.352  1.0333
C 4.411 4.755 2.935  -0.7105
C 4.090 3.414 3.028  -0.6290
C 2.866 2.969 2.560  -0.3409
C 1.966 3.854 1.977  -0.2248
C 2.290 5.194 1.879  -1.0284
S 2.429 1.267 2.647  1.2363
O 3.549 0.516 3.149  -0.7859
O 1.217 1.222 3.466  -0.8744
N 1.923 0.827 1.193  0.4062
C 2.803 0.854 0.137  -0.0348
N 4.059 1.315 0.290  -0.4451
C 4.855 1.273 -0.764  -0.4441
C 4.459 0.775 -1.995  -0.8905
C 3.144 0.349 -2.060  -0.1853
N 2.317 0.387 -1.029  0.0625
H 4.808 7.246 2.353  0.2147
H 3.341 7.545 1.585  0.2284
H 5.363 5.115 3.310  0.2940
H 4.781 2.696 3.452  0.5388
H 1.023 3.490 1.579  0.3383
H 1.589 5.889 1.428  0.3822
H 5.859 1.660 -0.614  0.4307
H 5.129 0.728 -2.841  0.4064
H 2.726 -0.038 -2.986  0.4565
F -0.376 -2.654 2.596  -0.3475
C -0.570 -1.277 2.610  0.1697
F -1.842 -1.091 3.154  -0.3112
H 0.130 -0.878 3.345  0.1146
C -0.103 3.048 5.647  -1.1401
C -1.184 3.368 4.666  1.3938
C -2.282 4.124 4.944  -1.3280
C -3.233 4.299 3.917  0.9712
N -3.073 3.812 2.703  -0.5253
C -1.948 3.107 2.416  -0.2108
S -1.621 2.528 0.867  0.0035
N -1.060 2.862 3.422  0.5389
C -4.501 5.051 4.187  -1.2923
H -0.251 3.608 6.566  0.4047
H 0.877 3.274 5.222  0.2234
H -0.102 1.979 5.866  0.2393
H -2.419 4.559 5.923  0.3977
H -0.230 2.284 3.225  -0.4368
H -4.312 5.929 4.805  0.3738
H -5.197 4.407 4.729  0.2806
H -4.960 5.348 3.248  0.3098
O -6.456 5.498 -1.555  -0.5431
C -5.736 5.932 -2.691  -0.4382
N -4.723 4.998 -3.112  -0.1106
C -3.501 4.984 -2.498  0.0421
O -3.168 5.823 -1.687  -0.6312
C -2.621 3.833 -2.896  0.2211
C -1.645 3.975 -3.870  -0.3496
C -0.846 2.886 -4.175  -0.9304
C -1.069 1.695 -3.501  -0.1932
N -2.007 1.545 -2.569  0.3915
C -2.760 2.603 -2.266  -0.4721
H -5.848 5.505 -0.806  0.3332
H -5.239 6.881 -2.500  0.3271
H -6.462 6.048 -3.490  0.3607
H -5.006 4.174 -3.617  0.2750
H -1.505 4.926 -4.368  0.4853
H -0.065 2.959 -4.920  0.4287
H -0.467 0.817 -3.713  0.3184
H -3.495 2.464 -1.481  0.5809

strongest force on any atom of number 2 (C39H37CrGeN7O6)? 0.72 eV/Å

The highest strongest force on any atom belongs to which entry? C39H37BCrGeN9

strongest force on any atom of number 2 (C39H37CrGeN7O6)? 0.72 eV/Å

What is the strongest force on any atom in the first record? 2.77 eV/Å